Computed, not measured: 12 unconnected molecules or ions with the total composition C48H124N4O16 at a distorted geometry, with wB97M-V/def2-TZVPD.

Computed properties:
SMILES string: COCCNCCOC.COCCNCCOC.COCCNCCOC.COCCNCCOC.CC(C)O.CC(C)O.CC(C)O.CC(C)O.CC(C)O.CC(C)O.CC(C)O.CC(C)O
Highest occupied orbital energy in eV: -8.8
Largest force on an atom in eV/Å: 3.5
2S+1: 1

Structure (XYZ):
```
192
Properties=species:S:1:pos:R:3:forces:R:3
H -2.952974 -2.312519 -14.523781 0.28 0.42 -0.02
H -1.056049 -3.567233 -13.221375 0.08 0.16 0.34
H -3.654730 8.068820 2.406717 -0.66 -0.31 -0.09
H -4.661954 8.386044 0.187596 -0.09 -0.49 0.06
O 7.365605 -0.026692 10.412134 0.19 -0.08 1.29
H -6.667216 -6.426381 -15.564529 -0.39 -0.01 -0.13
H -3.474402 12.412029 7.239679 -0.55 0.27 0.54
O -6.280460 -4.373280 -15.747366 0.32 -0.05 0.51
H -6.031423 -6.285095 -9.127656 -0.17 0.16 0.09
H 6.675213 -6.108118 3.968044 0.30 0.34 -0.60
O -1.605944 1.192286 -2.013617 -0.64 0.26 -0.76
H 6.396914 -4.327832 1.595188 0.15 -0.37 0.76
H -2.985919 -9.634389 -3.462958 0.61 -0.31 -0.36
C -0.892552 -6.874381 7.973402 -1.25 0.22 1.54
H 1.504525 2.660826 2.655961 -0.02 0.63 -0.15
C 0.804979 1.116383 1.243833 0.10 1.61 1.40
C 2.950249 -5.494504 -6.674458 2.39 0.08 -0.11
H -2.952760 12.857056 5.680397 0.44 -0.43 -0.39
C -5.542802 -2.732563 -13.995626 -0.40 -1.70 0.14
H 10.422214 12.337371 -0.162885 0.19 -0.12 0.17
H -4.612093 -6.547564 -8.146954 0.39 -0.32 -0.33
O 10.259008 12.628120 -3.391034 -0.12 0.06 -0.90
H -2.105926 -6.647073 -14.359764 -0.74 0.25 0.15
H 1.842182 4.890601 1.933345 0.21 0.20 0.10
C -3.802797 12.415272 6.200322 0.33 0.71 -0.11
H -6.053063 -7.518978 -7.867541 0.03 0.14 0.15
C -3.883536 0.706199 8.022975 -1.09 1.67 1.91
H 6.315587 -7.371275 2.748290 0.28 -0.45 0.46
C 2.438645 13.764857 3.199858 -1.86 2.55 -0.09
H -5.282073 -2.084586 -14.832425 -0.15 0.63 0.13
H 0.400805 -6.106343 10.287967 0.53 0.92 -0.68
H -0.131147 1.329436 -3.391174 0.34 -0.14 -0.22
H 11.707026 12.461597 -1.375370 -0.18 0.13 -0.24
H -1.551737 0.611337 -4.098707 -0.47 -0.25 0.33
H 6.980106 1.889349 7.683900 0.16 0.14 0.05
H 1.111896 12.674361 4.159036 -0.04 0.04 -0.18
H 4.951270 -7.188115 -5.637105 0.46 -0.57 -0.36
H -5.501509 -5.848528 -16.756743 0.67 -0.54 0.46
H -0.526895 -9.305687 -1.776656 -0.01 -0.24 0.28
C -5.828726 -5.747939 -15.721899 -1.37 1.04 0.13
H -5.024738 10.660165 6.262546 -1.00 0.52 -0.61
H 0.438512 14.280477 2.284194 0.05 -0.20 0.12
H 4.078662 -6.315654 2.383125 -0.13 -0.06 -0.31
H -0.590393 -5.783964 6.264707 -1.01 0.39 -1.11
O 4.675950 -4.750282 3.571014 -1.28 1.72 0.72
C 9.615301 12.531308 -2.126241 1.56 -0.34 -0.89
H -5.875922 -2.263560 -13.069793 -0.52 0.75 -0.48
H -5.165903 -5.990198 -14.891186 0.68 0.23 -0.41
O -2.372350 -7.209024 6.113731 2.58 -0.17 -1.70
C 1.792837 2.345253 1.653265 -2.29 -1.91 -1.81
O -0.774107 -10.795197 -3.098170 0.91 0.18 -0.55
C -1.220627 1.361931 -3.381013 1.46 -0.04 0.62
H -0.622878 2.268362 0.369355 -0.01 0.40 -0.03
C -5.153162 -8.168981 -9.660361 1.56 1.41 1.72
C -4.210764 9.373008 4.055319 0.21 0.37 -0.27
H 10.637026 13.867698 -0.901472 0.85 0.11 -0.07
C 4.978640 -5.766846 2.660528 0.55 1.31 0.49
C 1.329517 14.746916 2.704495 0.74 0.61 -0.39
H 3.130005 4.835843 0.656880 0.48 -0.44 0.50
H 6.863799 -0.398794 8.504526 0.56 0.02 -0.25
H -2.270943 -8.192683 -2.775291 -0.16 0.01 0.04
H 8.898537 13.351365 -2.169246 -0.34 -0.37 0.46
H -6.051762 0.988643 8.169457 0.20 -0.02 -0.27
H 4.121737 -8.619938 11.048887 0.29 -0.25 0.10
H 1.954650 -8.292346 -6.381756 -0.16 -0.08 -0.21
H -0.956849 -6.307734 -15.584437 -0.02 0.49 -0.25
C 7.251528 1.776576 8.733526 0.23 -2.01 0.75
H 2.682487 -5.338648 -5.629425 -0.69 -0.09 -0.28
H 3.719771 -7.213956 -7.870950 0.45 0.47 0.00
H 4.409897 13.879333 3.940708 0.32 0.49 0.35
H -4.609993 11.335260 3.839252 -0.15 0.19 -0.13
N -0.620198 1.479611 1.000194 1.20 -1.10 -0.48
N -3.912087 10.790979 4.325861 -0.34 -1.09 2.67
C -3.072696 -2.864803 -13.591716 -1.30 -1.20 -0.24
C 5.565358 -5.016716 1.446685 0.08 -0.89 -1.01
O -4.946723 9.692603 1.758981 1.72 0.34 1.02
C 5.887674 -6.657060 3.451772 1.14 -0.90 -0.70
H -6.037590 9.440046 0.017730 0.00 0.33 0.26
H 5.872786 -5.742423 0.693735 0.34 -0.25 0.03
N 0.496094 -6.936515 8.277336 0.55 0.71 1.03
H -1.080870 -0.795705 -1.510820 -0.22 -0.08 -0.57
H 2.529864 -7.069856 11.060468 -0.68 -0.89 0.74
O 2.850388 -8.359613 9.459615 -0.57 0.09 -0.05
C 10.705783 12.799719 -1.108375 -1.13 0.69 1.47
O -1.785242 -4.603575 -14.785881 -0.91 0.83 -0.58
C -3.847214 9.120818 2.617276 -1.53 -0.15 -1.58
H -0.395177 -7.530169 6.206553 0.04 0.11 -0.92
C -5.239005 0.508495 8.714417 -0.61 0.65 1.95
H 6.853577 2.593185 9.335928 -0.04 -0.07 -0.02
H -5.313848 0.903521 9.727560 0.53 0.84 0.11
C 3.723338 14.595318 3.488927 -0.36 -1.65 -0.94
H 1.029786 -7.616047 7.754362 -0.13 -0.24 0.23
H 1.267728 0.507275 0.467330 0.03 0.21 -0.33
H -1.466681 -11.321131 -3.504778 -0.17 0.04 0.07
H -5.638510 15.124860 6.410629 -0.04 -0.26 0.06
H -4.793401 -7.776684 -10.611557 0.56 0.06 0.00
C -2.512029 -9.234938 -2.566315 -1.21 0.74 0.00
H -1.378118 -0.577480 0.702328 1.00 0.05 0.49
H -6.281710 -9.753254 -10.552527 0.41 -0.06 -0.10
H 4.852625 1.447432 9.704814 0.28 -0.01 0.76
H 4.116897 14.836062 2.501381 0.19 -0.02 -0.07
H 8.932107 10.857201 -0.940786 0.57 -0.13 0.15
H 8.328503 1.708257 8.886972 0.09 0.43 -0.40
H 0.195731 0.408651 -1.378246 0.22 0.07 -0.14
H 0.280141 -7.710838 10.255692 -0.34 -0.90 -0.26
C -1.322857 -9.995081 -2.058233 -0.32 -2.39 0.39
O 1.968906 -7.531617 -6.967161 -2.47 -1.51 -0.50
H -3.406846 -8.640284 -8.811123 -0.09 0.28 -0.12
H -3.075631 -2.212518 -12.718440 0.58 0.10 -0.10
H 1.730515 15.433958 1.959333 0.13 -0.30 -0.57
C -6.390600 -8.881480 -9.907367 -1.90 -1.72 -0.76
H 1.038920 15.478598 3.458348 -0.11 -0.50 0.58
H -3.333630 -6.062489 7.235805 -1.05 1.39 0.11
H 0.800216 0.513346 2.151808 0.10 -0.31 0.03
C -6.681908 -3.681988 -14.561111 1.11 1.16 -0.18
H -2.314809 -4.764935 -12.849936 -0.23 0.27 0.45
H -3.907448 14.984306 6.111262 0.22 0.46 0.37
O -4.898684 13.241900 5.911837 -0.86 1.01 1.46
H -3.368476 -9.300854 -1.895302 0.20 0.44 0.54
H 6.672891 -0.135653 11.067778 0.27 -0.09 0.40
H -1.107570 -11.866978 -0.732661 0.83 0.56 -0.12
H 3.883768 -8.645526 -5.550399 0.27 -0.17 -0.83
H 2.584356 13.045307 2.394182 0.51 -0.20 0.11
C -4.758019 14.511621 6.602387 0.14 -0.70 -1.46
H -3.156916 0.073277 8.532408 0.34 -0.36 -0.40
C 9.063369 11.145037 -1.983868 -2.26 -0.86 0.62
H 9.527691 10.336788 -2.548880 0.79 0.28 0.18
H 5.415677 -7.152061 4.300468 -0.61 -0.35 -0.40
H 1.600790 5.349676 0.237340 -0.62 -0.23 0.02
H 10.824509 11.852355 -3.393123 0.30 0.03 -0.48
O 1.920205 13.150088 4.363793 0.86 -0.40 0.64
C 3.215839 -6.949541 -6.941300 -0.56 -1.00 2.64
H 3.609227 -7.226413 -4.703369 -1.02 0.55 -0.25
H -7.125393 -8.271046 -10.432303 -0.04 0.27 0.27
O -4.249035 -9.057815 -9.006035 0.13 -0.88 -0.58
H 3.646906 15.556050 3.998109 -0.46 -0.43 0.44
C 4.150481 -8.687067 9.961336 -1.52 -0.62 -0.62
H -6.146736 8.204748 1.284507 -0.04 -0.78 -0.69
C -3.379657 2.196825 8.102462 -0.20 -1.08 0.81
C -1.750301 -11.007401 -0.922696 0.08 0.66 -0.34
H -4.167144 2.884197 7.793473 0.12 -0.02 -0.11
H 4.806603 0.464012 8.366219 -0.09 -0.63 -0.04
N -4.406903 -3.521055 -13.584103 0.84 -0.89 -0.48
H -2.441320 2.388613 7.582040 -0.18 -0.24 -0.54
H -6.818334 -9.280883 -8.987787 -0.10 0.22 0.12
H -7.383309 -2.922990 -14.907610 -0.64 -0.45 0.06
H -5.230552 9.093360 4.319762 -0.68 0.26 -0.73
H -3.106345 2.396867 9.138502 -0.29 0.14 0.22
H -3.492446 0.370773 6.161069 0.14 0.04 -0.13
H -3.142333 -5.366396 5.539353 0.02 0.15 0.08
H -2.916158 9.591678 2.301796 -0.09 0.47 0.37
H -3.736344 8.659706 4.729265 1.15 0.45 0.03
H 4.975910 -8.102478 9.555112 -0.14 0.28 -0.13
C -5.438009 -7.059197 -8.641112 -0.77 0.46 -0.45
C 6.720092 0.369892 9.263841 -0.39 2.11 -2.33
H 4.157133 -9.704652 9.570724 1.04 -0.17 0.59
C 3.929895 -7.565292 -5.688483 1.12 0.97 0.02
H 4.000055 -5.201371 -6.683552 0.07 1.45 -0.33
H 4.873453 -4.411650 0.860784 -0.71 -0.04 0.59
H 4.653123 -5.098305 4.465421 -0.14 -0.05 -0.03
H -5.582710 -0.483535 9.007393 0.54 -0.64 -1.08
H -7.116838 -4.346366 -13.814422 0.05 -0.01 0.08
C 2.086982 4.635775 0.902214 0.15 0.71 -0.06
H 8.029987 11.027373 -2.310011 -0.22 0.52 -0.47
H -4.581450 14.400747 7.672257 -0.04 -0.16 0.02
H -1.337549 -6.100379 8.598699 0.17 0.77 -0.22
C -0.875757 0.245592 -1.262356 -0.05 0.04 1.23
H 2.910942 -6.360729 9.696554 -0.06 0.53 -0.97
O -4.247708 0.370221 6.753684 0.50 -0.97 -2.47
H 4.873529 -0.340243 9.992756 -0.57 -0.01 -0.17
H 2.340435 -4.980729 -7.417609 0.11 -0.09 0.21
C -1.069398 -6.730804 6.514021 0.22 -1.76 0.14
C -1.360454 -5.908297 -14.654022 0.79 -1.44 0.07
C -1.285950 0.404365 0.238017 -0.96 0.53 -1.03
C -4.103372 11.022520 5.806612 0.72 -0.73 -0.76
H -1.431898 2.356096 -3.774831 -0.65 -0.01 0.47
C 0.802589 -6.931847 9.700415 0.83 -1.91 0.48
H -4.355755 -4.230882 -14.300794 0.38 -0.33 -0.04
H -1.925518 -10.475581 0.012489 -0.25 -0.14 0.05
C -5.466361 8.864595 0.746188 0.12 -0.04 0.69
H -0.573441 -6.041371 -13.911725 0.34 0.32 0.19
H 2.720508 1.775460 1.706735 0.70 0.80 -0.15
H -3.472557 10.388451 6.429609 1.04 -0.23 -0.73
H -2.644702 -11.538226 -1.248827 -0.51 0.46 -0.01
H -4.291538 -6.703797 5.883946 0.00 0.15 -0.08
C 5.229669 0.480866 9.370626 -0.69 0.18 -0.05
H -1.570782 -7.685192 8.239297 0.50 -1.10 0.37
C -2.020658 -3.967977 -13.532890 0.55 -0.03 0.22
H -2.345911 0.654898 0.195310 -0.16 0.36 -0.12
O 1.668311 3.339119 0.610014 0.11 -1.35 0.69
C -3.345106 -6.239013 6.160256 -0.61 -0.02 1.28
C 2.292367 -7.203504 10.005088 0.62 2.32 0.05
```
Positions in Å, forces in eV/Å.